{
  "formula": "C96H226N14O4",
  "method": "ωB97M-V/def2-TZVPD",
  "symbols": ["C", "C", "C", "C", "C", "C", "N", "O", "C", "C", "C", "H", "H", "H", "H", "H", "H", "H", "H", "H", "H", "H", "H", "H", "H", "H", "H", "H", "H", "H", "C", "C", "C", "C", "C", "C", "N", "O", "C", "C", "C", "H", "H", "H", "H", "H", "H", "H", "H", "H", "H", "H", "H", "H", "H", "H", "H", "H", "H", "H", "C", "C", "C", "C", "C", "C", "N", "O", "C", "C", "C", "H", "H", "H", "H", "H", "H", "H", "H", "H", "H", "H", "H", "H", "H", "H", "H", "H", "H", "H", "C", "C", "C", "C", "C", "C", "N", "O", "C", "C", "C", "H", "H", "H", "H", "H", "H", "H", "H", "H", "H", "H", "H", "H", "H", "H", "H", "H", "H", "H", "C", "C", "N", "C", "C", "C", "C", "H", "H", "H", "H", "H", "H", "H", "H", "H", "H", "H", "H", "H", "H", "H", "C", "C", "N", "C", "C", "C", "C", "H", "H", "H", "H", "H", "H", "H", "H", "H", "H", "H", "H", "H", "H", "H", "C", "C", "N", "C", "C", "C", "C", "H", "H", "H", "H", "H", "H", "H", "H", "H", "H", "H", "H", "H", "H", "H", "C", "C", "N", "C", "C", "C", "C", "H", "H", "H", "H", "H", "H", "H", "H", "H", "H", "H", "H", "H", "H", "H", "C", "C", "N", "C", "C", "C", "C", "H", "H", "H", "H", "H", "H", "H", "H", "H", "H", "H", "H", "H", "H", "H", "C", "C", "N", "C", "C", "C", "C", "H", "H", "H", "H", "H", "H", "H", "H", "H", "H", "H", "H", "H", "H", "H", "C", "C", "N", "C", "C", "C", "C", "H", "H", "H", "H", "H", "H", "H", "H", "H", "H", "H", "H", "H", "H", "H", "C", "C", "N", "C", "C", "C", "C", "H", "H", "H", "H", "H", "H", "H", "H", "H", "H", "H", "H", "H", "H", "H", "C", "C", "N", "C", "C", "C", "C", "H", "H", "H", "H", "H", "H", "H", "H", "H", "H", "H", "H", "H", "H", "H", "C", "C", "N", "C", "C", "C", "C", "H", "H", "H", "H", "H", "H", "H", "H", "H", "H", "H", "H", "H", "H", "H"],
  "coordinates": [[3.923, -2.400, 8.059], [2.813, -3.282, 7.355], [1.572, -3.148, 8.295], [0.377, -3.751, 7.634], [0.012, -2.981, 6.339], [1.193, -2.961, 5.359], [2.491, -2.683, 6.055], [3.574, -2.673, 5.160], [1.315, -4.323, 4.630], [0.918, -1.793, 4.378], [3.322, -4.712, 7.196], [4.117, -2.522, 9.124], [3.696, -1.354, 7.851], [4.874, -2.523, 7.541], [1.632, -3.713, 9.225], [1.409, -2.116, 8.604], [-0.442, -3.614, 8.340], [0.420, -4.814, 7.397], [-0.286, -1.999, 6.708], [-0.895, -3.299, 5.825], [1.068, -5.105, 5.348], [0.718, -4.504, 3.737], [2.269, -4.429, 4.114], [0.716, -0.848, 4.883], [1.741, -1.500, 3.725], [0.014, -2.002, 3.806], [4.296, -4.762, 6.709], [2.740, -5.390, 6.571], [3.307, -5.208, 8.166], [3.893, -1.782, 5.318], [3.712, 4.612, 2.514], [3.363, 5.955, 3.118], [3.454, 7.082, 1.999], [2.178, 7.228, 1.131], [0.931, 7.183, 1.845], [0.782, 6.103, 2.943], [1.991, 6.021, 3.778], [1.939, 5.153, 4.844], [-0.407, 6.583, 3.836], [0.445, 4.812, 2.256], [4.392, 6.402, 4.231], [3.259, 3.883, 3.185], [4.792, 4.497, 2.412], [3.199, 4.394, 1.577], [3.750, 8.060, 2.378], [4.216, 6.720, 1.308], [2.262, 6.431, 0.392], [2.245, 8.108, 0.492], [0.114, 7.097, 1.130], [0.853, 8.148, 2.345], [-0.240, 7.573, 4.261], [-1.392, 6.487, 3.381], [-0.416, 5.961, 4.731], [0.833, 3.937, 2.778], [-0.609, 4.678, 2.009], [0.999, 4.726, 1.321], [5.414, 6.546, 3.878], [4.507, 5.737, 5.087], [4.254, 7.395, 4.659], [2.413, 5.646, 5.517], [-4.690, 0.471, -1.911], [-5.288, 1.752, -1.246], [-6.539, 1.196, -0.472], [-7.182, 2.090, 0.619], [-6.003, 2.550, 1.617], [-4.790, 3.133, 0.876], [-4.335, 2.204, -0.233], [-3.095, 2.469, -0.806], [-5.088, 4.581, 0.401], [-3.654, 3.310, 1.910], [-5.614, 2.747, -2.367], [-3.862, 0.799, -2.540], [-5.361, -0.075, -2.574], [-4.317, -0.204, -1.140], [-7.294, 0.795, -1.149], [-6.233, 0.313, 0.087], [-7.979, 1.706, 1.257], [-7.591, 2.998, 0.178], [-5.744, 1.590, 2.063], [-6.431, 3.230, 2.354], [-5.224, 5.280, 1.226], [-4.283, 4.876, -0.272], [-5.938, 4.749, -0.261], [-3.297, 2.473, 2.509], [-2.742, 3.761, 1.520], [-3.795, 3.987, 2.752], [-6.270, 3.577, -2.105], [-6.154, 2.230, -3.160], [-4.676, 3.102, -2.792], [-2.531, 1.734, -0.553], [4.560, 0.105, -1.862], [4.282, 0.165, -3.411], [5.714, 0.160, -4.040], [5.807, -0.174, -5.514], [4.983, -1.453, -5.768], [3.582, -1.507, -5.170], [3.607, -1.097, -3.750], [2.417, -1.214, -3.149], [2.640, -0.585, -6.049], [3.086, -2.992, -5.363], [3.566, 1.494, -3.704], [3.641, -0.017, -1.288], [4.959, 1.010, -1.405], [5.170, -0.759, -1.597], [6.107, 1.169, -3.918], [6.273, -0.504, -3.382], [6.795, -0.389, -5.922], [5.413, 0.664, -6.088], [5.440, -2.256, -5.190], [4.942, -1.689, -6.832], [3.059, 0.391, -6.297], [2.406, -1.176, -6.934], [1.696, -0.440, -5.524], [2.024, -3.027, -5.118], [3.174, -3.336, -6.394], [3.538, -3.697, -4.665], [3.339, 1.651, -4.758], [4.094, 2.409, -3.435], [2.614, 1.452, -3.175], [2.504, -1.950, -2.539], [-4.207, 0.610, 5.655], [-2.651, 0.683, 5.394], [-1.957, 1.339, 6.533], [-1.888, 0.593, 7.765], [-1.437, 1.341, 9.051], [-0.658, 1.892, 6.289], [-0.511, 2.634, 4.937], [-4.751, 1.546, 5.787], [-4.488, -0.059, 6.468], [-4.631, 0.173, 4.752], [-2.197, -0.306, 5.323], [-2.535, 1.298, 4.501], [-2.912, 0.275, 7.958], [-1.407, -0.378, 7.639], [-0.427, 1.749, 9.024], [-2.130, 2.076, 9.459], [-1.520, 0.540, 9.786], [0.142, 1.155, 6.347], [-0.500, 2.696, 7.008], [-0.523, 1.997, 4.053], [0.418, 3.197, 4.840], [-1.204, 3.464, 4.801], [-2.374, -8.319, -7.511], [-1.939, -6.907, -7.836], [-1.701, -5.967, -6.668], [-1.236, -4.679, -7.190], [0.237, -4.714, -7.571], [-2.903, -5.752, -5.830], [-4.180, -5.102, -6.490], [-1.749, -8.767, -6.739], [-2.366, -8.964, -8.390], [-3.380, -8.297, -7.092], [-1.037, -7.051, -8.431], [-2.541, -6.470, -8.633], [-1.780, -4.420, -8.099], [-1.346, -3.840, -6.503], [0.483, -5.496, -8.290], [0.601, -3.856, -8.136], [0.834, -4.797, -6.663], [-2.600, -5.203, -4.939], [-3.218, -6.722, -5.445], [-4.461, -5.668, -7.378], [-3.977, -4.082, -6.814], [-5.038, -5.100, -5.819], [-6.123, -3.015, 4.763], [-4.691, -3.743, 4.878], [-4.802, -5.162, 5.293], [-3.482, -5.510, 5.788], [-3.296, -5.005, 7.251], [-5.190, -5.878, 4.086], [-5.694, -7.280, 4.449], [-6.868, -3.441, 4.091], [-5.981, -1.993, 4.410], [-6.589, -2.915, 5.743], [-4.284, -3.738, 3.867], [-4.088, -3.119, 5.538], [-3.350, -6.587, 5.684], [-2.682, -5.065, 5.196], [-4.122, -5.243, 7.921], [-2.463, -5.571, 7.670], [-3.200, -3.936, 7.439], [-4.247, -6.036, 3.563], [-5.888, -5.469, 3.356], [-6.371, -7.215, 5.301], [-4.839, -7.941, 4.592], [-6.142, -7.728, 3.562], [1.063, 3.823, -4.801], [0.165, 3.815, -3.549], [-0.285, 5.154, -3.339], [-0.936, 5.202, -1.973], [-1.278, 6.681, -1.473], [-0.983, 5.813, -4.443], [-2.299, 5.088, -4.945], [1.710, 2.950, -4.885], [1.757, 4.655, -4.925], [0.484, 3.827, -5.724], [-0.643, 3.086, -3.623], [0.703, 3.591, -2.628], [-0.305, 4.879, -1.145], [-1.802, 4.542, -1.916], [-1.742, 6.524, -0.499], [-2.087, 7.022, -2.120], [-0.424, 7.345, -1.346], [-1.245, 6.827, -4.141], [-0.275, 5.950, -5.260], [-2.197, 4.152, -5.495], [-2.972, 4.941, -4.101], [-2.815, 5.743, -5.648], [3.253, 5.855, -2.415], [4.055, 6.671, -3.501], [5.516, 6.407, -3.480], [6.087, 7.244, -4.517], [6.295, 8.715, -4.135], [5.852, 5.041, -3.788], [5.356, 4.452, -5.108], [2.327, 6.333, -2.096], [3.768, 5.731, -1.463], [2.990, 4.890, -2.849], [3.551, 6.401, -4.430], [3.919, 7.740, -3.334], [7.116, 6.955, -4.732], [5.538, 7.133, -5.451], [6.617, 9.304, -4.993], [5.403, 9.251, -3.812], [6.999, 8.820, -3.309], [5.534, 4.297, -3.057], [6.930, 4.912, -3.880], [5.663, 5.057, -5.961], [4.266, 4.469, -5.121], [5.624, 3.404, -5.242], [-1.785, 1.184, -5.961], [-1.715, -0.334, -6.199], [-2.413, -0.846, -7.432], [-3.792, -0.507, -7.557], [-4.677, -1.035, -6.468], [-1.742, -0.553, -8.678], [-1.969, -1.635, -9.738], [-2.841, 1.446, -6.026], [-1.304, 1.775, -6.741], [-1.355, 1.430, -4.990], [-0.645, -0.531, -6.265], [-2.180, -0.779, -5.319], [-3.913, 0.576, -7.581], [-4.153, -0.790, -8.546], [-4.493, -0.676, -5.456], [-5.698, -0.726, -6.693], [-4.739, -2.122, -6.416], [-0.662, -0.687, -8.616], [-1.967, 0.448, -9.045], [-1.527, -1.385, -10.703], [-2.993, -1.901, -10.001], [-1.571, -2.584, -9.380], [1.173, 1.155, 0.859], [-0.121, 1.606, 0.190], [-0.789, 0.452, -0.360], [-1.039, -0.658, 0.511], [-1.824, -0.165, 1.728], [-0.162, -0.092, -1.592], [-1.246, -0.517, -2.540], [1.025, 0.557, 1.758], [1.697, 2.084, 1.084], [1.848, 0.633, 0.181], [-0.685, 2.109, 0.976], [0.099, 2.325, -0.599], [-1.538, -1.511, 0.051], [-0.105, -1.173, 0.735], [-1.245, 0.541, 2.322], [-2.726, 0.317, 1.349], [-2.186, -1.002, 2.324], [0.519, -0.927, -1.428], [0.493, 0.575, -2.151], [-0.843, -1.244, -3.245], [-1.572, 0.389, -3.051], [-2.064, -1.001, -2.004], [2.213, -3.353, 1.420], [2.609, -2.801, 0.082], [2.172, -3.626, -1.033], [3.032, -4.817, -1.325], [4.382, -4.321, -1.865], [0.710, -3.905, -1.059], [0.177, -4.240, -2.510], [2.417, -2.645, 2.223], [2.732, -4.268, 1.706], [1.128, -3.420, 1.504], [2.192, -1.807, -0.082], [3.696, -2.719, 0.106], [2.561, -5.426, -2.096], [3.187, -5.439, -0.443], [4.906, -3.799, -1.065], [4.268, -3.579, -2.655], [4.937, -5.198, -2.197], [0.599, -4.790, -0.433], [0.097, -3.113, -0.627], [0.780, -4.895, -3.139], [-0.804, -4.711, -2.442], [0.080, -3.278, -3.012], [4.629, -0.213, 2.241], [4.871, 0.768, 3.435], [5.212, 0.008, 4.596], [6.666, -0.194, 4.604], [7.034, -1.292, 5.648], [4.861, 0.809, 5.837], [3.409, 0.960, 6.104], [4.196, 0.408, 1.457], [3.966, -0.987, 2.628], [5.533, -0.739, 1.933], [5.572, 1.576, 3.224], [3.915, 1.281, 3.538], [6.883, -0.739, 3.686], [7.308, 0.679, 4.720], [6.274, -2.068, 5.563], [8.039, -1.687, 5.497], [7.073, -0.969, 6.688], [5.494, 1.696, 5.846], [5.189, 0.247, 6.712], [3.040, 1.649, 5.345], [3.243, 1.443, 7.067], [2.818, 0.050, 6.211], [-5.447, -2.353, 0.985], [-4.077, -2.997, 0.597], [-3.938, -4.451, 0.434], [-2.571, -4.999, 0.407], [-1.880, -4.824, 1.819], [-4.745, -5.013, -0.685], [-4.051, -4.853, -2.037], [-6.169, -2.247, 0.174], [-5.462, -1.315, 1.319], [-6.024, -2.833, 1.775], [-3.696, -2.489, -0.289], [-3.432, -2.750, 1.440], [-2.616, -6.035, 0.070], [-1.901, -4.518, -0.306], [-1.761, -3.791, 2.144], [-2.618, -5.173, 2.541], [-0.958, -5.373, 2.008], [-5.731, -4.561, -0.580], [-4.876, -6.086, -0.544], [-4.694, -5.072, -2.889], [-3.143, -5.454, -2.103], [-3.754, -3.822, -2.232]],
  "mulliken_charge": [-1.68, 1.26, -1.35, -0.57, -0.20, 3.06, 1.30, -0.68, -1.43, -0.51, -1.74, 0.37, 0.29, 0.29, 0.51, 0.29, 0.55, 0.36, -0.93, -0.01, 0.38, -0.32, 0.20, -0.06, -0.83, 0.13, 0.29, 0.31, 0.45, 0.00, -1.24, 1.99, -1.81, 0.74, -1.35, 1.80, 0.07, -0.30, -2.01, 0.35, -2.08, -0.34, 0.74, -0.01, 0.44, 0.52, -0.72, 0.70, -0.03, 0.51, 0.47, 0.30, 0.39, -0.44, 0.01, -0.19, 0.43, 0.45, 0.47, 0.37, -1.67, 2.05, -0.90, -1.00, -1.26, 2.14, -0.80, 2.65, -1.68, -1.34, -1.86, -0.02, 0.76, -0.26, 0.58, -0.31, 0.53, 0.38, 0.04, 0.48, 0.51, 0.02, 0.28, -0.31, -0.24, 0.76, 0.35, 0.45, 0.23, -1.06, -1.91, 1.48, -1.40, -0.62, -1.74, 1.89, 0.05, 2.33, -2.06, -1.92, -0.85, -0.27, 0.51, 0.49, 0.29, 0.49, 0.58, 0.25, 0.52, 0.37, 0.31, 0.70, 0.12, 0.18, 0.59, 0.34, 0.28, 0.07, -0.40, -0.84, -1.43, 1.91, 0.15, 0.33, -1.55, -0.96, -0.50, 0.34, 0.39, 0.17, -0.28, -1.08, 0.39, -0.20, 0.34, 0.32, 0.48, 0.39, 0.57, -0.47, 0.38, 0.35, -1.43, -0.25, 0.25, -0.31, -1.38, -0.37, -0.76, 0.31, 0.43, 0.29, 0.34, 0.34, 0.24, 0.25, 0.42, 0.37, 0.22, 0.04, 0.33, 0.27, -0.20, 0.51, -1.50, 0.74, 0.07, -0.06, -1.40, 0.10, -1.63, 0.30, 0.22, 0.43, -0.50, 0.30, 0.64, -0.09, 0.43, 0.42, 0.16, -0.08, 0.38, 0.37, 0.29, 0.43, -1.33, 0.97, 0.26, 0.88, -1.69, -0.94, -0.66, -0.30, 0.35, 0.58, -0.04, -0.26, -0.56, -0.15, 0.44, 0.64, 0.14, 0.67, 0.50, -0.11, 0.12, 0.50, 0.06, -0.97, 0.06, -0.40, -1.37, -0.82, -0.48, 0.32, 0.42, -0.68, 0.35, 0.47, 0.42, 0.33, 0.39, 0.34, 0.32, 0.31, 0.45, 0.38, -0.01, 0.19, -0.57, -0.82, 1.20, -0.78, -0.78, -0.58, -1.00, 0.36, 0.40, -0.23, 0.03, 0.22, 0.37, 0.48, 0.00, 0.48, -0.01, 0.20, 0.34, 0.44, 0.36, -0.01, -0.65, 0.87, 1.49, 1.23, -0.52, 0.86, 0.28, -0.17, 0.44, -0.57, -0.52, 0.20, -0.16, -0.52, -0.49, -0.45, 0.45, -0.78, -0.09, 0.16, -0.75, -0.43, 0.03, 0.20, 1.53, -0.73, -1.33, -0.08, -0.80, -0.67, 0.50, -0.31, -1.09, 0.87, 0.50, 0.28, 0.35, 0.22, 0.46, 0.56, -0.34, 0.60, -0.06, -0.37, -1.11, -0.18, 1.22, -0.75, -1.15, -1.02, -0.16, 0.17, 0.06, 0.49, 0.21, -0.26, 0.34, 0.45, 0.11, 0.49, 0.29, 0.46, 0.37, -0.13, 0.68, -0.39, -1.43, 1.49, 0.55, -0.67, -0.03, -1.03, -0.66, 0.66, 0.07, 0.31, -0.31, -1.00, 0.76, 0.05, -0.40, -0.62, 0.64, 0.48, 0.42, 0.46, 0.25, 0.12],
  "total_energy_ev": -132257.5155,
  "lumo_energy_ha": 0.023,
  "homo_ev": -8.0,
  "homo_lumo_gap_ev": 8.61,
  "mol_weight_g_mol": 1640.958,
  "de_lowest_kcal_mol": 0.0,
  "total_charge": 0
}